No. 1
{
  "formula": "C24H43ClGaP2",
  "method": "ωB97M-V with the def2-TZVPD basis set",
  "species": ["Ga", "C", "C", "C", "C", "C", "C", "H", "H", "H", "C", "H", "H", "H", "C", "H", "H", "H", "C", "H", "H", "H", "C", "H", "H", "H", "C", "C", "C", "C", "C", "C", "C", "C", "H", "H", "H", "H", "H", "H", "H", "H", "H", "H", "H", "H", "P", "P", "C", "C", "H", "H", "H", "H", "C", "H", "H", "H", "C", "H", "H", "H", "C", "H", "H", "H", "C", "H", "H", "H", "Cl"],
  "xyz": [[0.3208, -0.0448, 0.3828], [-0.7231, 0.0415, 3.9343], [-1.4900, -0.9988, 3.3066], [0.4433, -1.9214, 4.1791], [0.4452, -0.5220, 4.4813], [-0.7474, -2.2072, 3.4688], [-1.1046, 1.4739, 3.9776], [-1.8198, 1.7409, 3.1856], [-0.2310, 2.1305, 3.8753], [-1.5829, 1.7085, 4.9434], [1.5056, 0.2022, 5.2114], [1.5027, 1.2589, 4.9474], [2.4931, -0.1985, 4.9687], [1.3753, 0.1190, 6.3004], [1.4929, -2.8758, 4.5708], [1.4589, -3.0899, 5.6502], [2.4927, -2.4834, 4.3410], [1.3873, -3.8226, 4.0269], [-1.2001, -3.5637, 3.0483], [-1.6075, -4.0978, 3.9173], [-0.3800, -4.1668, 2.6412], [-1.9819, -3.5109, 2.2790], [-2.8209, -0.8581, 2.7116], [-3.5860, -1.0437, 3.4793], [-3.0095, -1.5808, 1.8910], [-3.0051, 0.1491, 2.3060], [0.7094, 2.7315, -3.4231], [-0.4224, 3.0838, -2.7468], [-1.8076, 2.9566, -3.3280], [-2.1045, 1.5947, -4.0276], [-1.5238, 0.4235, -3.3057], [-0.3943, -0.1373, -3.7921], [0.5452, 0.5005, -4.8257], [0.7115, 2.0483, -4.7860], [-1.9563, 3.7402, -4.0847], [-1.7629, 1.6350, -5.0674], [-2.5499, 3.1342, -2.5448], [-0.0466, 2.5068, -5.4366], [1.6957, 3.0970, -3.0964], [-0.3927, 3.7516, -1.8722], [1.6957, 2.2510, -5.2418], [1.5521, 0.0511, -4.7258], [-0.1372, -1.1569, -3.4977], [0.2348, 0.2297, -5.8539], [-3.1974, 1.4786, -4.0515], [-2.1430, -0.0568, -2.5342], [0.6087, 1.8210, -0.8188], [0.9740, -1.9812, -0.7058], [1.6854, 0.5639, -1.8730], [1.9573, -0.9910, -1.9028], [2.5899, 1.0590, -2.2601], [0.8442, 0.6792, -2.5699], [1.7743, -1.4145, -2.9063], [3.0198, -1.2137, -1.7020], [1.9590, -3.3201, -0.0108], [1.3447, -3.8747, 0.7262], [2.8451, -2.9185, 0.5023], [2.2820, -4.0140, -0.8098], [-0.5945, -2.7154, -1.2849], [-0.5087, -3.2386, -2.2495], [-1.3652, -1.9256, -1.3513], [-0.8936, -3.4366, -0.4921], [1.6095, 3.1737, -0.1593], [1.1937, 3.5662, 0.7859], [1.6340, 3.9838, -0.9051], [2.6553, 2.8737, 0.0593], [-1.2551, 1.8847, -0.4466], [-1.6292, 1.0912, 0.2689], [-1.8518, 1.7722, -1.3716], [-1.4124, 2.8532, 0.0463], [2.2001, 0.0204, 1.6478]],
  "lowdin_charge": [0.040, -0.243, -0.207, -0.202, -0.234, -0.226, -0.052, 0.061, 0.072, 0.093, -0.044, 0.070, 0.072, 0.097, -0.027, 0.102, 0.083, 0.074, -0.055, 0.090, 0.058, 0.064, -0.046, 0.105, 0.080, 0.067, -0.141, -0.214, -0.171, -0.167, -0.117, -0.132, -0.159, -0.160, 0.132, 0.106, 0.105, 0.110, 0.114, 0.095, 0.122, 0.110, 0.081, 0.130, 0.127, 0.111, 0.825, 0.768, -0.323, -0.340, 0.112, -0.023, 0.077, 0.101, -0.223, 0.054, 0.053, 0.068, -0.241, 0.059, 0.027, 0.063, -0.216, 0.070, 0.049, 0.071, -0.242, 0.000, 0.018, 0.081, 0.140],
  "homo_lumo_gap_ha": [0.21274, 0.21697],
  "multiplicity": 1,
  "total_charge": 1,
  "largest_force_ha_per_bohr": 0.080,
  "lumo_energy_ev": [-3.3, -3.1],
  "e_above_lowest_kcal_mol": 0.0
}

=====

No. 2
{
  "formula": "C24H43FeNP2",
  "method": "ωB97M-V with the def2-TZVPD basis set",
  "species": ["P", "P", "C", "C", "H", "H", "H", "H", "C", "H", "H", "H", "C", "H", "H", "H", "C", "H", "H", "H", "C", "H", "H", "H", "Fe", "C", "C", "C", "C", "C", "C", "C", "C", "C", "H", "H", "H", "H", "H", "H", "H", "H", "H", "H", "H", "H", "H", "H", "H", "C", "N", "C", "C", "C", "C", "C", "C", "C", "C", "H", "H", "H", "H", "H", "H", "H", "H", "H", "H", "H", "H"],
  "xyz": [[-1.3308, 0.3151, 2.6815], [1.1496, -1.1792, -2.3923], [-0.4084, 0.9204, -0.7542], [-0.2551, 0.0378, -2.0161], [-1.4572, 0.8101, -0.3941], [0.2966, 0.6009, 0.0539], [-1.1707, -0.5704, -2.1259], [-0.1974, 0.7008, -2.8986], [2.5988, -0.1619, -2.6957], [3.4980, -0.7637, -2.5070], [2.5819, 0.7188, -2.0433], [2.5838, 0.1682, -3.7454], [0.6323, -1.9344, -3.9333], [0.9632, -1.3111, -4.7754], [-0.4602, -2.0270, -3.9661], [1.0844, -2.9322, -4.0214], [-1.4801, 0.8398, 4.4146], [-1.8279, 0.0190, 5.0538], [-2.1747, 1.6896, 4.4512], [-0.4924, 1.1872, 4.7451], [-2.9651, -0.4809, 2.3558], [-3.0867, -0.6189, 1.2712], [-3.7485, 0.2312, 2.6565], [-3.1346, -1.4456, 2.8548], [-0.5550, 3.0033, -0.6932], [0.3871, 4.1304, -1.8132], [1.2574, 3.5507, -0.8127], [1.7942, 4.2500, 0.4141], [0.6126, 4.6807, 1.3139], [-0.6591, 3.9239, 0.9270], [-1.7161, 4.3522, 0.0261], [-1.6868, 5.4833, -0.9721], [-0.3791, 5.4446, -1.8420], [-0.1404, -1.0516, 2.8407], [0.4805, 3.6684, -2.8138], [1.9449, 2.7781, -1.1770], [2.4126, 5.1380, 0.2174], [2.4259, 3.5256, 0.9515], [0.8625, 4.3957, 2.3563], [0.5158, 5.7851, 1.2588], [-1.0002, 3.3082, 1.7771], [-2.7354, 4.0413, 0.3211], [-1.7889, 6.4816, -0.5007], [-2.5998, 5.3800, -1.6009], [-0.7121, 5.5745, -2.8858], [0.2233, 6.3486, -1.6240], [-0.4649, -1.8800, 2.1863], [-0.0044, -1.3954, 3.8855], [0.8373, -0.7168, 2.4479], [-0.0444, -4.1564, 1.8159], [-0.9984, -3.4196, 0.9914], [-2.3775, -3.7027, 1.3636], [-0.7672, -3.3319, -0.4499], [0.6783, -3.4959, -0.8680], [1.1770, -4.7979, -1.0114], [2.5654, -4.9872, -0.9991], [3.4261, -3.9010, -0.7730], [2.9219, -2.5940, -0.7854], [1.5539, -2.3945, -1.1331], [-0.3444, -4.0052, 2.8655], [0.9716, -3.7550, 1.6784], [-0.0550, -5.2414, 1.6125], [-3.0707, -2.9968, 0.8843], [-2.6616, -4.7280, 1.0750], [-2.4780, -3.6197, 2.4557], [-1.3947, -4.1023, -0.9367], [-1.1590, -2.3508, -0.7738], [0.4825, -5.6379, -1.1086], [2.9830, -5.9902, -1.1269], [4.4952, -4.0680, -0.6264], [3.5854, -1.7381, -0.6078]],
  "lowdin_spin": [0.001, 0.002, 0.083, 0.020, 0.022, 0.008, 0.002, 0.007, 0.000, 0.000, 0.000, 0.000, 0.001, 0.000, 0.000, 0.000, 0.000, 0.000, 0.000, 0.000, 0.000, 0.000, 0.000, 0.000, 2.817, 0.180, 0.166, 0.051, 0.046, 0.148, 0.175, 0.067, 0.059, 0.000, 0.027, 0.008, 0.015, 0.001, 0.004, 0.007, 0.016, 0.024, 0.018, 0.004, 0.003, 0.010, 0.000, 0.000, 0.000, 0.000, 0.000, 0.000, 0.001, 0.002, 0.000, 0.002, 0.000, 0.001, 0.000, 0.000, 0.000, 0.000, 0.000, 0.000, 0.000, 0.000, 0.000, 0.000, 0.000, 0.000, 0.000],
  "homo_lumo_gap_ha": [0.09870, 0.15038],
  "multiplicity": 5,
  "largest_force_ha_per_bohr": 0.107,
  "lumo_energy_ev": [-1.0, -1.0],
  "s_squared": 6.02
}

=====

No. 3
{
  "formula": "C24H43N2P3PrS2",
  "method": "ωB97M-V with the def2-TZVPD basis set",
  "species": ["Pr", "P", "P", "P", "H", "C", "C", "H", "C", "C", "C", "C", "C", "C", "C", "C", "C", "H", "H", "H", "H", "H", "H", "H", "H", "H", "H", "H", "H", "H", "H", "H", "H", "H", "H", "H", "H", "H", "H", "H", "H", "H", "H", "H", "H", "H", "C", "C", "C", "C", "C", "C", "S", "H", "H", "H", "H", "H", "H", "N", "C", "N", "C", "C", "C", "C", "C", "C", "S", "H", "H", "H", "H", "H", "H"],
  "xyz": [[-0.9487, -0.3047, -0.3943], [1.9863, 0.7337, 1.2030], [-2.0813, 1.9886, 0.5764], [0.7743, 1.4333, -1.9464], [0.7478, -4.5801, 0.4267], [1.5857, -4.0193, -0.0725], [2.4225, -3.1970, 0.6011], [2.1922, -2.8183, 1.6057], [2.5929, 0.0808, 2.8286], [1.9573, 2.5200, 1.7341], [3.6654, 0.7806, 0.4161], [-3.6611, 1.7008, -0.3379], [-2.6963, 2.2464, 2.2681], [-1.6703, 3.6685, 0.0638], [2.1167, 0.5760, -2.9010], [1.5286, 3.1018, -1.8107], [-0.5291, 1.8106, -3.1974], [1.5866, -4.0437, -1.1611], [3.3068, -2.7771, 0.0854], [2.8289, -0.9892, 2.7652], [1.8624, 0.2540, 3.6301], [3.5211, 0.6097, 3.0890], [1.1696, 2.6945, 2.4824], [1.7959, 3.1781, 0.8682], [2.9302, 2.7654, 2.1903], [3.9827, -0.2358, 0.1383], [4.3746, 1.1714, 1.1627], [3.6986, 1.4353, -0.4681], [-4.2951, 2.5666, -0.1130], [-4.1832, 0.7887, -0.0076], [-3.5095, 1.6457, -1.4268], [-3.5860, 2.8831, 2.1931], [-1.9400, 2.7295, 2.9043], [-2.9790, 1.2941, 2.7381], [-2.5017, 4.3080, 0.3735], [-1.5456, 3.7343, -1.0211], [-0.7505, 4.0070, 0.5537], [2.0480, 0.8865, -3.9551], [1.9891, -0.5153, -2.8203], [3.1141, 0.8369, -2.5118], [1.6611, 3.4703, -2.8372], [2.4978, 3.1038, -1.2958], [0.8467, 3.7679, -1.2687], [0.0520, 2.0791, -4.0943], [-1.1552, 2.6651, -2.8834], [-1.2054, 0.9711, -3.4687], [-0.6964, -2.5707, -4.0819], [-1.6461, -2.3282, -5.0811], [-1.6942, -3.0683, -6.2457], [-0.7306, -4.0910, -6.4130], [0.3357, -4.2808, -5.4963], [0.3661, -3.4711, -4.3518], [-0.7907, -1.5399, -2.7064], [-1.0160, -2.3105, -1.5241], [-2.3208, -1.5023, -4.8978], [-2.4595, -2.8371, -7.0075], [-0.7806, -4.7286, -7.2839], [1.1206, -5.0401, -5.6650], [1.2161, -3.4953, -3.6596], [-1.8422, -2.1570, 1.0633], [-1.4133, -1.6963, 2.3743], [-0.9181, -0.4981, 2.4567], [-0.7264, -0.1515, 3.8275], [-0.3170, 1.0740, 4.3764], [-0.3089, 1.2314, 5.7668], [-0.7032, 0.1886, 6.6072], [-1.0950, -1.0380, 6.0688], [-1.1009, -1.1956, 4.6861], [-1.5391, -2.6547, 3.8003], [-1.5722, -3.1393, 0.9790], [-2.8655, -2.1634, 1.1870], [0.0064, 1.8685, 3.7248], [0.0111, 2.1678, 6.2053], [-0.6984, 0.3137, 7.7038], [-1.4189, -1.8927, 6.6819]],
  "lowdin_spin": [2.041, -0.004, -0.007, -0.007, 0.000, 0.000, 0.000, 0.000, -0.001, -0.001, 0.000, -0.001, -0.002, 0.000, -0.001, -0.001, 0.000, 0.000, 0.000, 0.000, 0.000, 0.000, 0.000, 0.000, 0.000, 0.000, 0.000, 0.000, 0.000, 0.000, 0.000, 0.000, 0.000, 0.000, 0.000, 0.000, 0.000, 0.000, 0.000, 0.000, 0.000, 0.000, 0.000, 0.000, 0.000, 0.000, -0.002, -0.001, 0.000, -0.001, 0.000, -0.001, -0.003, 0.000, 0.000, 0.000, 0.000, 0.000, 0.000, -0.003, 0.000, -0.003, 0.000, 0.000, 0.000, 0.000, 0.000, 0.000, 0.000, 0.000, 0.000, 0.000, 0.000, 0.000, 0.000],
  "homo_lumo_gap_ha": [0.25932, 0.27148],
  "multiplicity": 3,
  "total_charge": 3,
  "largest_force_ha_per_bohr": 0.055,
  "lumo_energy_ev": [-9.5, -9.2],
  "s_squared": 2.01,
  "e_above_lowest_kcal_mol": 17.2
}

=====

- What is the formula in the second record?
  C24H43FeNP2